C63H91Ge3HgN5P3 | the ωB97M-V functional and the def2-TZVPD basis

spin multiplicity = 2
net charge = 0
largest force on an atom = 1.3 eV Å⁻¹
expectation value of S² = 0.7973
HOMO-LUMO gap (alpha / beta) = 7.5 / 5.2 eV
highest occupied orbital energy (alpha / beta) = -6.941 / -6.962 eV

The geometry in XYZ format:
```
166
Properties=species:S:1:pos:R:3:mulliken_charge:R:1
Hg -0.900 -0.053 -1.035 0.724
C 4.210 -3.176 2.030 -1.442
C 3.301 -2.331 2.924 1.898
C 3.319 -2.880 4.352 -1.571
P 1.627 -2.142 2.114 0.637
C 0.823 -0.996 3.337 -1.578
N 0.941 0.453 3.104 0.267
Ge 0.342 1.424 1.508 0.309
N 1.966 2.336 0.928 0.552
C 2.734 1.726 -0.160 0.104
P 3.632 0.217 0.442 0.331
C 5.221 0.861 1.186 0.403
C 4.892 1.741 2.401 -1.356
C 6.233 1.570 0.291 -1.626
C 4.117 -0.552 -1.180 0.569
C 2.945 -1.437 -1.648 -1.064
C 4.504 0.368 -2.337 -1.568
C 2.000 3.687 1.167 0.033
C 2.808 4.646 0.533 -0.671
C 2.691 5.997 0.848 -0.870
C 1.769 6.447 1.781 -1.300
C 0.992 5.507 2.453 0.270
C 1.135 4.168 2.168 -0.005
N 0.485 3.095 2.961 1.275
C 1.455 2.599 3.961 -0.244
C 2.165 3.468 4.768 0.048
C 3.006 2.981 5.755 -1.078
C 3.119 1.603 5.901 -1.005
C 2.445 0.734 5.061 -0.350
C 1.606 1.210 4.032 0.030
C -0.787 3.522 3.550 -0.974
C -0.882 3.795 4.896 -0.010
C -2.056 4.314 5.443 -1.132
C -3.147 4.603 4.622 -0.828
C -3.097 4.292 3.287 -0.918
C -1.946 3.685 2.707 0.896
N -1.863 3.228 1.467 1.055
C -2.998 3.195 0.592 -0.381
P -3.469 1.459 0.005 1.464
C -4.474 1.949 -1.470 2.834
C -5.695 2.863 -1.317 -1.831
C -4.833 0.686 -2.264 -1.305
C -4.591 0.726 1.293 1.710
C -4.093 1.065 2.698 -1.608
C -6.094 0.975 1.200 -1.691
C 0.881 -3.813 2.565 0.750
C 0.163 -4.399 1.344 -1.777
C -0.030 -3.869 3.791 -1.638
H 5.219 -3.236 2.452 0.419
H 4.287 -2.752 1.030 0.216
H 3.833 -4.199 1.934 0.350
H 3.699 -1.312 2.938 -0.705
H 2.944 -3.905 4.399 0.261
H 2.733 -2.279 5.048 0.360
H 4.347 -2.894 4.726 0.468
H 1.198 -1.226 4.327 0.938
H -0.229 -1.279 3.341 0.006
H 3.429 2.416 -0.631 0.439
H 2.053 1.378 -0.943 -1.110
H 5.689 -0.056 1.562 0.480
H 4.534 2.722 2.084 0.238
H 5.788 1.899 3.010 0.556
H 4.122 1.300 3.038 0.108
H 5.821 2.491 -0.134 0.172
H 6.585 0.936 -0.523 0.394
H 7.108 1.852 0.886 0.504
H 4.968 -1.195 -0.925 0.940
H 2.603 -2.123 -0.875 -0.041
H 3.227 -2.016 -2.534 0.647
H 2.091 -0.810 -1.929 -0.103
H 4.910 -0.226 -3.162 0.555
H 5.246 1.120 -2.075 0.227
H 3.621 0.884 -2.716 -0.120
H 3.530 4.348 -0.215 0.539
H 3.327 6.710 0.337 0.433
H 1.667 7.501 2.003 0.391
H 0.280 5.827 3.206 0.627
H 2.062 4.537 4.623 0.537
H 3.552 3.661 6.395 0.456
H 3.762 1.194 6.672 0.406
H 2.608 -0.325 5.181 0.116
H -0.033 3.616 5.539 0.627
H -2.102 4.519 6.505 0.429
H -4.038 5.058 5.037 0.435
H -3.952 4.514 2.665 0.503
H -2.685 3.645 -0.347 -1.855
H -3.880 3.736 0.948 0.221
H -3.726 2.489 -2.058 -2.068
H -6.579 2.300 -1.028 0.443
H -5.910 3.338 -2.277 0.437
H -5.546 3.661 -0.588 0.330
H -5.528 0.048 -1.709 0.261
H -3.944 0.098 -2.495 0.063
H -5.303 0.957 -3.214 0.546
H -4.419 -0.345 1.142 -0.484
H -4.411 2.069 2.988 0.473
H -3.004 1.018 2.784 -0.019
H -4.514 0.359 3.419 0.510
H -6.339 2.035 1.295 0.310
H -6.589 0.447 2.021 0.472
H -6.520 0.599 0.270 0.348
H 1.748 -4.446 2.768 0.660
H -0.770 -3.863 1.147 0.144
H -0.076 -5.456 1.509 0.670
H 0.773 -4.323 0.441 0.334
H 0.443 -3.458 4.686 0.350
H -0.296 -4.910 4.005 0.442
H -0.962 -3.330 3.614 0.141
C -1.409 -4.985 -1.731 -1.021
N -1.315 -3.637 -2.261 0.515
C -1.080 -3.681 -3.694 -0.855
C -2.505 -2.851 -1.945 -0.940
C -2.611 -2.544 -0.468 2.102
C -3.433 -3.336 0.333 -0.245
C -3.502 -3.144 1.707 -1.254
C -2.756 -2.127 2.284 -0.914
C -1.967 -1.309 1.482 1.158
C -1.870 -1.510 0.108 -0.695
H -0.493 -5.531 -1.957 0.318
H -2.260 -5.541 -2.165 0.371
H -1.531 -4.959 -0.650 0.204
H -1.906 -4.168 -4.244 0.333
H -0.164 -4.238 -3.898 0.392
H -0.958 -2.673 -4.085 0.014
H -3.419 -3.375 -2.279 0.509
H -2.442 -1.916 -2.504 -0.794
H -4.025 -4.120 -0.131 0.389
H -4.129 -3.784 2.316 0.364
H -2.802 -1.954 3.355 0.658
H -1.446 -0.481 1.940 -1.078
C -0.425 5.290 -4.189 -1.361
Ge -1.221 4.353 -2.657 1.782
C -3.126 4.806 -2.851 -1.339
C -0.601 5.292 -1.055 -1.035
Ge -0.607 1.935 -2.688 -1.303
C -1.673 1.235 -4.205 1.248
C -1.787 -0.139 -4.408 0.058
C -2.458 -0.661 -5.509 -0.431
C -3.038 0.197 -6.434 -0.763
C -2.936 1.571 -6.255 -1.064
C -2.256 2.082 -5.154 -0.142
C 1.140 2.251 -3.586 0.741
C 1.530 1.544 -4.725 -0.535
C 2.684 1.889 -5.424 -0.636
C 3.469 2.952 -4.998 -0.938
C 3.105 3.660 -3.859 -0.714
C 1.959 3.303 -3.161 0.414
H -0.061 6.257 -3.831 0.480
H -1.194 5.468 -4.946 0.466
H 0.401 4.756 -4.653 0.343
H -3.160 5.846 -3.189 0.636
H -3.675 4.736 -1.913 0.417
H -3.628 4.185 -3.596 0.319
H -1.258 6.146 -0.864 0.572
H 0.410 5.669 -1.211 0.479
H -0.587 4.660 -0.168 -0.308
H -1.334 -0.815 -3.692 -0.339
H -2.526 -1.734 -5.646 0.427
H -3.562 -0.203 -7.294 0.377
H -3.379 2.246 -6.978 0.403
H -2.171 3.158 -5.044 0.191
H 0.915 0.727 -5.089 0.281
H 2.963 1.331 -6.310 0.367
H 4.360 3.227 -5.549 0.378
H 3.710 4.493 -3.518 0.443
H 1.688 3.871 -2.274 -0.208
```